1.
Below is 9 unconnected molecules or ions with the total composition C30H48N6O3S3, with properties calculated with wB97M-V/def2-TZVPD.

Geometry as XYZ:
```
90
Properties=species:S:1:pos:R:3:lowdin_spin:R:1
H 4.3762 -1.5565 -2.7465 0.000
H -2.1900 0.5315 2.1590 0.000
C -3.3045 3.7105 -1.3223 0.000
H -1.8039 5.2290 -1.0900 0.000
H 2.2789 3.3153 4.6470 0.000
C -1.5046 2.8228 -5.7766 0.119
S 1.9096 -1.4263 -2.7365 0.000
C -1.7965 2.8196 -4.3849 0.125
H -2.1780 -2.7866 4.9697 0.000
H 0.0841 1.3891 -6.7216 0.013
H 0.4418 -2.5079 4.0760 0.000
C -0.0338 6.0740 0.2284 0.001
H -1.9427 -0.6983 -4.6120 0.001
N -2.0134 -3.6918 -3.3967 0.000
C -1.3048 -3.4053 5.1150 0.000
H -0.7019 4.2410 1.3439 0.000
C -0.2089 4.7241 0.5132 0.001
C -0.0340 -5.0835 5.8927 0.000
C -0.4581 1.8679 -5.9197 0.354
N 0.2698 3.9575 -0.5103 0.001
C 1.6524 -3.9491 1.4328 0.000
N -2.7804 4.9896 -1.1858 0.000
H -2.7144 2.8128 -1.2105 0.000
H 0.7997 -1.3942 0.1261 0.000
C 3.8645 -4.1457 1.6984 0.000
C 2.6175 2.2859 4.5295 0.000
H 0.2827 2.9487 -0.5580 0.000
H -2.0744 -4.6833 -3.5795 0.000
S 1.3469 0.9801 4.1017 0.000
H 0.6310 0.8464 -4.3811 -0.002
C 0.7844 4.8974 -1.4049 0.002
C -0.9555 1.9912 -3.7138 0.325
C 0.0216 -3.2360 4.7540 0.000
H 2.5450 -2.8363 3.0351 0.000
H 1.1858 4.5005 -2.3257 0.000
C 2.7476 -3.5393 2.2406 0.000
C 1.1569 -0.6152 0.7997 0.000
H 3.7277 -2.0163 -1.1713 0.000
C 3.5893 -1.3483 -2.0215 0.000
H -1.8763 -3.5900 -1.2916 0.000
C -1.3014 -4.5030 5.9614 0.000
H -1.9572 -0.7869 0.9193 0.000
C -1.9323 -3.0104 -2.2011 0.000
H -5.8955 5.6301 -1.6054 0.000
H 1.9913 -0.2143 0.2241 0.000
H 0.3789 -5.8951 6.4734 0.000
H -2.5745 3.3820 -3.8899 0.002
H 2.2656 -3.4807 -4.0820 0.000
C -1.8152 -2.8341 -4.4928 0.000
H 0.5837 -3.8058 1.4940 0.000
N 0.7473 -4.3642 5.1039 0.000
H -0.3867 6.9125 0.8105 0.000
C -3.7648 5.9013 -1.3759 0.000
S -0.0617 0.7673 0.9926 0.000
C -1.8818 -1.5827 -3.9952 0.001
C 1.9477 -3.2409 -3.0673 0.000
C -4.6654 3.8480 -1.4275 0.000
H 2.5456 -3.8159 -2.3601 0.000
O -0.4681 1.1130 -0.4422 0.000
N 2.1188 -4.7355 0.4391 0.000
H 1.2266 0.9666 6.5961 0.000
H -3.6015 6.9686 -1.4017 0.000
H 0.2057 -0.2780 5.8912 0.000
H 1.7314 -4.5118 4.9310 0.000
H 3.8754 -5.4082 -0.2599 0.000
H 0.7038 7.0503 -1.5786 0.000
O 2.1691 -0.2944 4.0126 0.000
C -1.8169 -1.7117 -2.5701 0.000
H -0.8623 1.6839 -2.6826 0.012
O 1.9630 -0.7440 -4.1115 0.000
N -0.1579 1.4126 -4.6589 0.043
H 1.4819 -1.0001 1.7662 0.000
H -0.3542 1.3994 5.7909 0.000
C 0.5549 6.1413 -1.0147 0.000
C 3.4529 -4.8652 0.5727 0.000
C -4.9263 5.1646 -1.5025 0.000
H -1.7991 -3.2038 -5.5074 0.000
C -1.5092 -0.1973 1.7191 0.000
H 1.5132 -5.1767 -0.2382 0.000
H -5.4334 3.0887 -1.4282 0.000
H 0.9105 -3.5697 -3.1321 0.000
C 0.5272 0.7582 5.7864 0.000
H -1.2123 -0.9211 2.4781 0.000
H 3.1939 2.2937 3.6044 0.000
H 3.1962 2.0101 5.4111 0.000
H -1.7198 -0.9530 -1.8076 0.000
H 4.9101 -3.9973 1.9245 0.000
H 3.6487 -0.3186 -1.6689 0.000
H -2.0417 3.3808 -6.5293 0.002
H -2.1415 -4.8776 6.5274 0.000
```

Results
Expectation value of S² ... 0.762
Charge ... +1
Relative energy (zero: lowest compared OMol25 entry of this formula, charge and spin) ... 0.0 kcal per mole
Strongest force on any atom ... 4.5 eV/A
Spin multiplicity ... 2
Orbital gap (spin up / spin down) ... 7.4 / 3.1 eV

=====

2.
Below is a molecular structure, C27H36BrGeN3O5Tl, with properties calculated with wB97M-V/def2-TZVPD.

Geometry as XYZ:
```
74
Properties=species:S:1:pos:R:3:mulliken_charge:R:1
H -0.3143 2.9978 -2.2522 0.488
H -3.1885 0.8184 1.9818 0.380
C 2.5005 -2.5643 1.9556 -0.664
C -0.0804 0.8666 -4.8976 -0.488
C 1.3848 -1.0906 -1.9788 -0.048
H -2.0270 0.0936 3.6950 0.385
C 0.1542 -0.2068 3.7402 0.029
H 2.7777 -3.3686 1.2393 0.368
C 3.6054 -0.9235 4.3601 -1.065
H 0.4314 1.9402 5.6740 0.367
H 1.9315 -3.0017 2.8112 0.316
C -3.4764 -1.8603 -3.7766 -0.495
H 2.8072 -1.5724 4.8066 0.263
Ge 4.0646 -1.6124 2.6127 0.583
H -2.0434 2.2082 3.1272 -0.228
H 5.0383 -3.7315 3.7393 0.328
O 1.6661 -0.8478 -0.7521 -0.352
H 4.7469 -0.3761 0.4954 0.349
H -0.2632 0.7656 -5.9663 0.504
C -1.2138 -0.3408 3.0909 -0.737
C -0.0696 1.9740 4.6865 -0.685
C -0.0497 3.4490 4.2543 -0.684
H -1.5981 1.0403 -0.7088 -0.181
C 0.7030 -0.0661 -2.7923 0.132
O -1.7122 2.6911 0.4337 -0.249
N 0.4765 1.1280 -2.1548 -0.265
C -2.2653 1.4409 0.0441 -0.123
H -2.2941 4.4686 1.1143 0.399
Br -6.0368 -0.6561 -3.4192 -0.223
C -2.9756 -0.5971 -6.2265 -0.577
C -2.2773 -2.0748 -4.4255 -0.304
H 0.9479 3.8470 4.2640 0.358
C 0.6383 -1.5496 -4.7129 -0.117
H 6.3636 -2.7610 3.0917 0.343
O -0.5891 3.6439 2.9779 -0.290
N 0.2486 -2.0038 -6.0192 -0.607
C -4.1293 -0.3292 -5.5241 -0.306
H 1.6123 -3.3864 -4.4911 0.358
C 5.3099 -3.0738 2.8879 -1.229
H -2.5905 3.8308 3.4666 0.299
H 5.0368 0.5472 1.9551 0.348
N -0.9196 -1.8674 -6.4310 -0.412
O -1.1501 0.2298 1.8180 -0.091
C -4.3785 -0.9593 -4.3171 -0.011
C -0.2999 2.0569 -4.2421 -0.831
H -2.7713 -0.1760 -7.2069 0.440
H 4.4594 -0.8369 5.0526 0.437
H -3.2634 1.5515 -0.4123 0.358
H 3.1663 0.0697 4.3103 0.229
H 2.0753 -3.1471 -2.1100 0.392
H -1.1295 1.7103 4.8410 0.370
C -2.4183 0.4752 1.2101 -0.810
H -1.5524 -2.6872 -3.9490 0.423
H 0.8977 -0.6978 3.1028 -0.471
H -2.8121 -0.4938 0.8954 0.457
C 0.3646 -0.2657 -4.1391 1.006
H -3.6442 -2.3277 -2.8327 0.447
Tl 2.3367 1.2246 0.7110 0.835
H -0.6313 2.9611 -4.7523 0.396
C 1.6472 -2.2971 -2.6373 -0.862
C 1.3466 -2.4721 -3.9730 -0.319
H 1.8096 -1.9083 1.4049 -0.125
C -2.0329 -1.4492 -5.6356 0.511
H -4.8794 0.3136 -5.9621 0.413
H 5.3613 -3.7198 1.9864 0.337
H -1.4024 -1.4053 3.0601 0.457
O 0.5918 1.1408 3.7752 -0.048
H 0.2000 -0.6419 4.7469 0.384
H -0.6921 3.9883 5.0031 0.343
C -2.4045 3.4202 1.3994 -0.914
C -0.0508 2.1088 -2.8393 -0.361
H -3.4926 3.2282 1.4371 0.406
C 4.3445 -0.1183 1.4655 -1.424
C -1.9263 3.2354 2.8122 0.354
```

Results
Charge ... -1
Relative energy (zero: lowest compared OMol25 entry of this formula, charge and spin) ... 6.0 kcal per mole
Strongest force on any atom ... 1.9 eV/A
Orbital gap ... 5.7 eV

=====

3.
Below is a single C17H40NO2PSi molecule, with properties calculated with wB97M-V/def2-TZVPD.

Geometry as XYZ:
```
62
Properties=species:S:1:pos:R:3:nbo_charge:R:1
H -1.0375 1.3540 -0.4724 0.194
H -0.7775 3.4395 -2.7985 0.216
C -1.5447 -1.6620 -1.8505 -0.424
H 5.3875 -3.1236 0.0984 0.209
H -4.9637 -2.8129 3.6274 0.229
H -6.2938 -0.5882 -0.5490 0.200
H -3.0932 -2.4171 3.7992 0.216
H 1.6583 1.1795 -1.7279 0.386
C 3.9914 -0.8424 -2.0763 -0.677
H 4.1424 -3.8908 1.3623 0.220
H -4.8385 0.4128 0.1101 0.173
H 2.0209 3.4792 0.5148 0.219
H -0.5208 0.2077 1.3725 0.197
H 0.9676 -0.7830 2.1010 0.207
H 6.2177 -0.3113 -2.6571 0.222
C -4.1407 -2.0032 3.4151 -0.646
C -4.2345 -1.4474 -1.2565 -0.448
H 5.6851 0.4370 -1.0032 0.215
O 1.4503 1.2561 1.4175 -0.589
H 0.3301 2.6239 -0.8635 0.196
H -0.4651 2.3544 1.7485 0.179
H 2.0723 4.2996 2.2251 0.222
C -2.7543 -0.7314 -1.2489 -0.431
C 1.3516 3.8058 1.4473 -0.441
H 0.8206 2.2969 3.1716 0.184
C 4.7875 -2.9448 1.1093 -0.628
H -3.4890 -0.5778 1.7299 0.162
C 5.5729 -0.5290 -1.6795 -0.636
H 0.3522 5.9612 1.3059 0.222
C -3.9904 -1.6560 1.7869 -0.075
C -0.3837 -2.0629 -0.7487 -0.904
H 4.6941 -0.6671 1.0056 0.228
C -0.2843 1.6987 -1.2989 -0.237
H -1.1216 1.6290 -3.5092 0.229
H 6.0744 -1.4701 -1.1748 0.214
H 3.2138 -1.4151 1.9803 0.247
H -4.7354 -1.1771 -2.3046 0.218
H 0.2232 4.9691 -0.3052 0.215
P 2.9504 -1.5457 -0.6368 0.232
H -3.2675 -2.4088 1.2348 0.178
N 0.7298 0.6594 -1.7217 -1.072
H -2.8713 0.2684 -1.8896 0.215
H 4.0438 -1.7046 -2.9002 0.234
H 3.5390 0.1050 -2.6021 0.227
C 0.6798 2.3765 1.9979 -0.070
H -1.9645 -2.6517 -2.3683 0.212
O -5.3133 -1.5247 1.1182 -0.566
H -1.0354 -1.0535 -2.7365 0.224
H -0.8484 -2.2996 0.2996 0.229
H 0.2206 -2.9754 -1.2090 0.257
H 5.6281 -2.8524 1.9486 0.210
C 0.1825 4.8584 0.8826 -0.647
Si 0.9523 -0.6453 -0.5037 1.541
H -4.2019 -2.6119 -1.0760 0.229
C 0.6460 0.0284 1.3152 -0.537
C -1.1392 2.3443 -2.5833 -0.647
H -4.3824 -0.9646 3.9417 0.218
H -0.9108 4.4987 1.1371 0.213
C 3.8842 -1.5419 1.0289 -0.683
H -2.4119 -0.3586 -0.1716 0.195
H -2.2599 2.4121 -2.1939 0.203
C -5.1949 -0.7039 -0.1158 -0.075
```

Results
SMILES ... CCCOC[Si@@](CCCCCOCC)(NCC)P(CC)CC
Strongest force on any atom ... 2.7 eV/A
Orbital gap ... 8.3 eV